C6H10N2 | ωB97M-V/def2-TZVPD

```
! RIJCOSX wB97M-V def2-TZVPD def2/J DEFGRID3
* xyz 0 1
C 1.91 0.67 -0.09
C 0.63 -0.62 -0.47
C -1.07 -1.08 -0.28
C -1.80 0.27 -0.83
C -1.12 0.88 0.43
C 0.49 0.57 0.33
H 2.49 1.39 0.41
H 1.84 0.97 -1.14
H 1.93 -1.30 0.99
H 0.65 -0.64 -1.54
H -1.40 -2.16 -0.33
H -2.85 0.37 -0.79
H -1.70 0.80 -1.83
H -1.10 2.02 1.08
H -0.50 -0.84 1.72
H 0.90 0.13 1.21
N 2.03 -0.82 -0.02
N -1.33 -0.58 1.13
*
```

The energy relative to the best compared isomer or geometry (same formula, charge and spin) is 8.686 eV. The calculation puts the orbital gap at 9.56 eV.

Here are the Mulliken charges for atoms 1 to 8, given in e: -0.70 -0.50 -0.14 -0.66 0.11 -0.21 0.38 0.26



C3H7N2O2 | ωB97M-V/def2-TZVPD

```
! RIJCOSX wB97M-V def2-TZVPD def2/J DEFGRID3
* xyz 1 1
C -0.89 1.65 0.18
N -0.26 1.22 -0.84
O -0.56 1.56 -2.10
C 0.65 0.10 -0.47
O 1.71 0.05 -1.02
C -0.04 -0.58 0.48
N 0.56 -1.92 1.01
H -1.74 2.32 0.00
H -0.74 1.23 1.21
H 0.26 1.63 -2.65
H -1.08 -0.65 0.64
H 1.07 -2.61 0.27
H -0.19 -2.42 1.63
H 1.26 -1.56 1.68
*
```

The structure (SMILES) is C=[N+](O)/C([O-])=C/[NH3+]. The energy relative to the best compared isomer or geometry (same formula, charge and spin) is 4.537 eV. The calculation puts the orbital gap at 8.55 eV.

Here are the Mulliken charges for atoms 1 to 8, given in e: -0.48 0.42 -0.39 0.52 -0.58 -1.01 -0.44 0.32



C63H47As2ClGaINO2P | ωB97M-V/def2-TZVPD

```
! RIJCOSX wB97M-V def2-TZVPD def2/J DEFGRID3
* xyz 2 1
Ga 0.26 -0.55 0.61
Cl -3.37 -4.87 4.60
C -2.29 -3.69 3.98
C -1.58 -2.89 4.85
C -0.70 -1.91 4.36
I 0.45 -0.70 5.63
C -0.53 -1.70 3.01
O 0.27 -0.78 2.51
C -1.23 -2.55 2.11
N -0.97 -2.36 0.80
C -1.52 -3.15 -0.09
C -2.42 -4.17 0.27
C -2.72 -4.37 1.60
C -2.11 -3.56 2.58
H -1.69 -3.01 5.91
H -1.26 -3.00 -1.13
H -2.85 -4.78 -0.50
H -3.39 -5.15 1.90
O -0.87 0.93 0.44
As -1.85 2.24 0.92
C -1.67 3.55 -0.51
C -2.46 3.31 -1.63
C -2.42 4.18 -2.70
C -1.61 5.30 -2.66
C -0.81 5.53 -1.55
C -0.81 4.65 -0.48
C -1.52 2.81 2.75
C -1.93 1.92 3.73
C -1.84 2.28 5.07
C -1.34 3.52 5.41
C -0.93 4.41 4.43
C -1.03 4.06 3.09
C -3.68 1.63 0.84
C -4.66 2.62 0.82
C -5.99 2.25 0.72
C -6.33 0.90 0.64
C -5.35 -0.07 0.69
C -4.02 0.29 0.79
H -3.12 2.45 -1.64
H -3.03 3.99 -3.57
H -1.60 6.00 -3.48
H -0.17 6.41 -1.52
H -0.14 4.81 0.35
H -2.32 0.94 3.45
H -2.17 1.60 5.84
H -1.28 3.81 6.45
H -0.55 5.38 4.70
H -0.74 4.77 2.33
H -4.37 3.66 0.87
H -6.76 3.00 0.69
H -7.37 0.62 0.55
H -5.63 -1.11 0.64
H -3.24 -0.46 0.82
C 4.16 2.51 4.06
C 5.05 1.63 3.46
C 4.59 0.69 2.56
C 3.23 0.64 2.26
C 2.34 1.52 2.86
C 2.81 2.45 3.77
P 2.67 -0.60 1.07
C 3.78 -0.42 -0.35
C 3.41 0.55 -1.28
C 4.19 0.77 -2.40
C 5.34 0.02 -2.59
C 5.70 -0.95 -1.67
C 4.93 -1.18 -0.55
C 3.01 -2.24 1.74
C 2.83 -3.31 0.86
C 3.17 -4.59 1.26
C 3.66 -4.81 2.54
C 3.77 -3.75 3.43
C 3.45 -2.46 3.04
H 4.53 3.23 4.77
H 6.10 1.68 3.68
H 5.27 0.00 2.08
H 1.28 1.46 2.62
H 2.13 3.13 4.25
H 2.51 1.13 -1.09
H 3.90 1.53 -3.12
H 5.96 0.19 -3.46
H 6.60 -1.53 -1.84
H 5.21 -1.95 0.15
H 2.45 -3.11 -0.14
H 3.07 -5.41 0.57
H 3.95 -5.80 2.84
H 4.12 -3.93 4.44
H 3.55 -1.64 3.73
C 0.84 3.21 -4.63
C 0.89 3.28 -3.24
C 0.60 2.16 -2.49
C 0.28 0.96 -3.10
C 0.21 0.90 -4.49
C 0.49 2.02 -5.25
As -0.08 -0.64 -2.04
C -1.77 -1.19 -2.83
C -3.04 -0.72 -2.54
C -4.13 -1.20 -3.24
C -3.94 -2.12 -4.26
C -2.68 -2.61 -4.55
C -1.58 -2.17 -3.82
C -0.20 -2.64 -3.98
C 0.26 -3.60 -4.87
C 1.61 -3.93 -4.90
C 2.51 -3.33 -4.03
C 2.07 -2.37 -3.13
C 0.73 -2.01 -3.13
H 1.06 4.08 -5.22
H 1.15 4.21 -2.76
H 0.65 2.21 -1.40
H -0.04 -0.04 -4.98
H 0.44 1.97 -6.33
H -3.18 0.02 -1.75
H -5.13 -0.87 -2.99
H -4.79 -2.47 -4.83
H -2.56 -3.34 -5.34
H -0.42 -4.09 -5.55
H 1.97 -4.65 -5.62
H 3.56 -3.60 -4.05
H 2.76 -1.89 -2.45
*
```

The calculation puts the orbital gap at 7.34 eV.

Here are the Mulliken charges for atoms 1 to 8, given in e: 1.93 -0.24 0.51 -0.24 -0.06 0.03 -0.96 -0.28



C15H42O19P4 | ωB97M-V/def2-TZVPD

```
! RIJCOSX wB97M-V def2-TZVPD def2/J DEFGRID3
* xyz 0 1
C -3.26 1.49 -1.75
O -2.28 1.84 -2.67
P -2.77 3.01 -3.72
O -4.26 2.88 -4.05
O -2.32 4.38 -2.98
C -1.97 5.60 -3.66
O -1.83 2.79 -5.06
C -2.06 1.73 -5.97
H -3.02 0.58 -1.20
H -4.21 1.17 -2.17
H -3.47 2.28 -1.02
H -2.76 6.34 -3.59
H -1.79 5.41 -4.72
H -1.03 5.98 -3.25
H -1.14 1.22 -6.24
H -2.49 2.11 -6.90
H -2.74 0.97 -5.60
C 3.99 5.79 -5.56
O 3.50 6.31 -6.73
P 4.12 6.10 -8.17
O 3.25 6.40 -9.36
O 4.60 4.53 -8.19
C 3.76 3.48 -7.81
O 5.55 6.95 -7.97
C 5.56 8.29 -7.47
H 4.67 6.45 -5.03
H 4.63 4.93 -5.76
H 3.17 5.45 -4.92
H 3.08 3.16 -8.59
H 3.23 3.63 -6.87
H 4.29 2.54 -7.64
H 4.86 8.51 -6.66
H 5.29 8.95 -8.30
H 6.58 8.53 -7.18
C -1.22 -6.62 -5.40
O -2.26 -5.97 -4.82
P -1.93 -5.06 -3.61
O -1.50 -3.66 -3.96
O -0.83 -5.90 -2.72
C -0.49 -5.57 -1.38
O -3.39 -5.22 -2.77
C -4.57 -4.59 -3.24
H -0.47 -5.93 -5.81
H -1.71 -7.16 -6.20
H -0.64 -7.22 -4.69
H 0.11 -4.67 -1.56
H 0.23 -6.22 -0.89
H -1.32 -5.36 -0.70
H -4.25 -3.82 -3.93
H -5.17 -4.16 -2.44
H -5.15 -5.41 -3.67
C -0.98 -3.16 10.78
O -1.45 -3.96 11.76
P -1.70 -3.36 13.28
O -2.65 -2.23 13.41
O -2.05 -4.66 14.13
C -3.28 -5.27 14.02
O -0.14 -3.05 13.64
C 0.28 -1.83 14.25
H -0.23 -2.46 11.17
H -1.70 -2.62 10.18
H -0.26 -3.63 10.11
H -3.47 -6.12 13.37
H -4.01 -4.52 13.71
H -3.68 -5.57 14.98
H -0.23 -0.95 13.87
H 1.29 -1.60 13.89
H 0.44 -1.86 15.33
C 2.35 -0.04 -0.52
O 2.85 -0.27 0.83
C 2.30 0.22 1.96
O 1.39 1.02 2.03
O 2.96 -0.38 2.98
C 2.35 -0.30 4.29
H 2.97 -0.53 -1.28
H 2.49 1.02 -0.71
H 1.31 -0.33 -0.66
H 3.16 -0.44 5.01
H 1.56 -1.05 4.27
H 1.98 0.70 4.50
*
```

The calculation puts the orbital gap at 10.62 eV.

Here are the Mulliken charges for atoms 1 to 8, given in e: -0.78 -0.09 0.86 -0.69 -0.30 -0.59 -0.29 -0.67



C56H53IN4O31P | ωB97M-V/def2-TZVPD

```
! RIJCOSX wB97M-V def2-TZVPD def2/J DEFGRID3
* xyz 1 1
C 1.97 -4.98 -2.77
C 2.07 -3.62 -3.53
C 1.27 -2.57 -2.75
N -0.09 -3.03 -2.31
C -1.09 -2.23 -2.83
N -1.70 -2.68 -4.05
P -3.44 -2.70 -4.02
N -3.93 -3.53 -5.23
O -3.94 -3.33 -2.63
O -4.02 -1.19 -4.19
N -1.47 -1.15 -2.23
C -0.90 -0.54 -1.00
C 0.16 0.54 -1.40
C -0.56 1.53 -2.38
I -0.05 1.08 -4.41
O 3.45 -3.32 -3.60
C 3.77 -2.36 -4.60
C 3.74 -0.93 -3.99
C 3.42 0.18 -4.75
C 3.38 1.41 -4.10
C 3.63 1.50 -2.75
C 3.96 0.39 -1.99
C 4.01 -0.83 -2.64
H 1.72 -4.78 -1.72
H 1.21 -5.60 -3.26
H 2.96 -5.44 -2.77
H 1.68 -3.76 -4.56
H 1.17 -1.66 -3.36
H 1.86 -2.31 -1.86
H -0.13 -3.06 -1.30
H -1.34 -2.04 -4.77
H -4.45 -4.33 -4.88
H -3.22 -3.74 -2.13
H -3.26 -0.62 -4.38
H -2.24 -0.63 -2.65
H -0.54 -1.27 -0.26
H -1.72 0.01 -0.53
H 0.44 1.11 -0.51
H 1.01 0.09 -1.93
H -0.28 2.56 -2.14
H -1.64 1.46 -2.21
H 3.11 -2.44 -5.47
H 4.79 -2.55 -4.95
H 3.20 0.08 -5.81
H 3.13 2.28 -4.70
H 3.57 2.48 -2.27
H 4.16 0.44 -0.93
H 4.26 -1.69 -2.03
C 2.73 5.87 1.44
C 2.12 5.26 0.42
C 2.12 3.77 0.27
O 1.53 3.27 -0.68
C 2.83 2.98 1.25
C 3.45 3.58 2.28
C 3.43 5.07 2.45
O 3.99 5.57 3.40
O 4.11 2.88 3.20
O 1.47 5.95 -0.53
H 2.74 6.94 1.56
H 2.83 1.91 1.12
H 4.47 3.54 3.83
H 1.12 5.29 -1.15
C -3.58 -1.18 -10.11
C -3.34 -1.56 -8.85
C -2.69 -0.63 -7.87
O -2.51 -1.03 -6.73
C -2.28 0.69 -8.32
C -2.52 1.06 -9.59
C -3.20 0.15 -10.57
O -3.40 0.55 -11.69
O -2.16 2.26 -10.05
O -3.68 -2.76 -8.39
H -4.06 -1.83 -10.83
H -1.79 1.34 -7.61
H -2.45 2.27 -10.98
H -3.42 -2.80 -7.44
C -3.60 -2.68 4.22
C -2.47 -2.83 3.51
C -2.11 -1.89 2.40
O -1.05 -2.07 1.80
C -3.03 -0.81 2.09
C -4.16 -0.66 2.79
C -4.51 -1.59 3.92
O -5.54 -1.39 4.53
O -5.03 0.31 2.54
O -1.61 -3.82 3.75
H -3.87 -3.35 5.02
H -2.77 -0.15 1.28
H -5.75 0.20 3.18
H -0.88 -3.70 3.11
C 8.87 4.05 2.05
C 9.76 4.77 1.36
C 9.76 6.27 1.40
O 10.60 6.87 0.77
C 8.73 6.93 2.19
C 7.83 6.21 2.87
C 7.86 4.71 2.86
O 7.04 4.08 3.50
O 6.87 6.78 3.60
O 10.70 4.19 0.61
H 8.87 2.96 2.04
H 8.72 8.01 2.19
H 6.36 6.05 3.99
H 11.21 4.93 0.22
C 7.41 5.07 -3.40
C 6.76 4.41 -4.36
C 6.79 2.91 -4.44
O 6.16 2.36 -5.33
C 7.56 2.18 -3.45
C 8.22 2.84 -2.49
C 8.17 4.34 -2.39
O 8.76 4.88 -1.48
O 8.94 2.22 -1.56
O 6.06 5.03 -5.31
H 7.40 6.15 -3.33
H 7.59 1.10 -3.53
H 9.31 2.92 -0.99
H 5.69 4.33 -5.88
C -8.39 -2.88 5.86
C -9.52 -2.18 6.05
C -10.77 -2.83 6.57
O -11.75 -2.14 6.75
C -10.74 -4.26 6.83
C -9.61 -4.96 6.63
C -8.36 -4.30 6.14
O -7.36 -4.98 5.99
O -9.54 -6.27 6.85
O -9.59 -0.87 5.81
H -7.48 -2.42 5.49
H -11.65 -4.72 7.18
H -8.63 -6.53 6.63
H -10.51 -0.61 6.03
C -6.24 -3.95 9.05
C -5.98 -4.49 10.24
C -5.36 -3.70 11.36
O -5.17 -4.24 12.43
C -5.00 -2.31 11.09
C -5.25 -1.77 9.90
C -5.90 -2.55 8.79
O -6.12 -1.99 7.73
O -4.94 -0.51 9.61
O -6.27 -5.76 10.52
H -6.69 -4.51 8.24
H -4.53 -1.76 11.89
H -5.23 -0.36 8.69
H -5.99 -5.90 11.44
*
```

The calculation puts the orbital gap at 6.84 eV.

Here are the Mulliken charges for atoms 1 to 8, given in e: -1.41 0.31 -0.18 0.00 -0.95 -0.06 0.91 -0.63



C12H36O6 | ωB97M-V/def2-TZVPD

```
! RIJCOSX wB97M-V def2-TZVPD def2/J DEFGRID3
* xyz 0 1
C 6.19 -5.22 3.14
C 6.16 -3.70 3.56
O 6.37 -3.66 4.93
H 5.45 -5.82 3.67
H 7.17 -5.71 3.22
H 5.87 -5.46 2.13
H 5.18 -3.33 3.25
H 6.95 -3.13 3.07
H 5.98 -4.40 5.40
C -3.02 -6.75 4.42
C -3.09 -5.20 4.64
O -4.27 -4.68 5.25
H -2.22 -7.03 3.74
H -4.00 -7.10 4.08
H -2.82 -7.31 5.33
H -3.06 -4.72 3.66
H -2.14 -4.88 5.06
H -4.93 -4.78 4.57
C 1.87 10.72 0.47
C 0.78 9.96 -0.27
O 0.09 9.16 0.67
H 2.22 11.49 -0.21
H 2.73 10.16 0.83
H 1.38 11.32 1.24
H 1.20 9.28 -1.02
H 0.05 10.53 -0.83
H -0.42 9.74 1.23
C 0.55 1.06 0.22
C -0.08 2.36 -0.28
O -0.97 2.86 0.73
H -0.17 0.25 0.28
H 1.11 1.20 1.14
H 1.21 0.59 -0.51
H -0.75 2.25 -1.13
H 0.63 3.16 -0.45
H -0.81 3.80 0.83
C -5.43 3.72 -5.42
C -4.71 5.11 -5.51
O -5.52 6.05 -6.15
H -5.91 3.58 -6.39
H -6.06 3.75 -4.52
H -4.71 2.92 -5.26
H -3.72 5.08 -5.96
H -4.61 5.45 -4.48
H -5.89 6.60 -5.46
C 0.79 -6.79 -2.14
C 1.45 -6.13 -3.26
O 1.86 -7.05 -4.24
H -0.02 -7.41 -2.51
H 0.40 -6.09 -1.40
H 1.54 -7.43 -1.67
H 2.28 -5.48 -2.97
H 0.68 -5.64 -3.85
H 1.19 -7.25 -4.89
*
```

The structure (SMILES) is CCO.CCO.CCO.CCO.CCO.CCO. The energy relative to the best compared isomer or geometry (same formula, charge and spin) is 3.984 eV. The calculation puts the orbital gap at 10.82 eV.

Here are the Mulliken charges for atoms 1 to 8, given in e: -1.17 -0.08 -0.51 0.35 0.30 0.34 0.21 0.24